[1]
C34H35N12O2S4Tl as an isolated structure. Source: the OMol25 dataset; level of theory: ωB97M-V/def2-TZVPD.

Output
Frontier orbital gap ... 0.22478 Ha
Energy relative to the best compared isomer or geometry (same formula, charge and spin) ... 0.000 eV
Multiplicity ... 1
Net charge ... -2
HOMO ... -2.09 eV
Maximum force ... 0.47 eV Å⁻¹
Lowest unoccupied orbital energy ... 0.1480 hartree

Structure (XYZ):
```
88
Properties=species:S:1:pos:R:3:forces:R:3:mulliken_charge:R:1
Tl 0.52754 0.43730 0.66223 0.0 0.2 -0.4 0.84
N 5.27394 0.02860 0.07915 0.0 0.1 0.0 -0.56
C 4.36597 -0.12964 1.10934 0.0 -0.2 -0.1 0.29
S 4.35594 1.09195 2.31853 0.0 0.0 0.0 -0.61
N 3.70713 -1.27220 1.04371 0.1 0.2 0.0 -1.04
N 2.61764 -1.36149 1.83479 -0.1 0.0 0.5 0.22
C 2.15649 -2.53730 2.08097 0.0 0.0 -0.2 -0.39
C 2.83328 -3.79238 1.64221 0.0 0.0 -0.1 -0.23
C 3.22378 -4.74274 2.58006 0.0 0.0 0.0 0.19
C 3.84666 -5.91921 2.18510 0.0 0.0 0.0 -0.74
C 4.08210 -6.15988 0.83951 0.0 0.0 0.0 -0.34
C 3.69377 -5.21663 -0.10432 0.0 0.0 0.0 -0.69
C 3.07796 -4.04023 0.29289 0.0 0.0 0.0 -0.16
C 0.80777 -2.65926 2.69695 0.0 0.0 0.0 1.04
C 0.07116 -3.83165 2.50416 0.0 0.0 0.0 -0.53
C -1.23000 -3.90436 2.95777 0.0 0.0 0.0 -0.58
C -1.77231 -2.81362 3.61746 0.0 0.0 0.0 -0.45
C -0.97005 -1.69771 3.78500 0.0 0.0 0.0 -0.41
N 0.28315 -1.61283 3.34640 0.0 0.0 0.1 -0.38
H 5.56922 0.98433 -0.03405 0.0 0.0 0.0 0.25
H 4.98414 -0.43026 -0.77315 0.0 0.0 0.0 0.28
H 3.03467 -4.55340 3.63071 0.0 0.0 0.0 0.42
H 4.14882 -6.64633 2.92970 0.0 0.0 0.0 0.36
H 4.56804 -7.07627 0.52583 0.0 0.0 0.0 0.36
H 3.87692 -5.39544 -1.15694 0.0 0.0 0.0 0.38
H 2.78906 -3.29533 -0.43578 0.0 0.0 0.0 0.59
H 0.50454 -4.64991 1.94814 0.0 0.0 0.0 0.38
H -1.82347 -4.78964 2.76740 0.0 0.0 0.0 0.36
H -2.79322 -2.81222 3.97560 0.0 0.0 0.0 0.41
H -1.35430 -0.80762 4.27419 0.0 0.0 0.0 0.36
S 1.42511 0.26679 -2.36538 -0.1 -0.1 0.0 -0.25
C 0.56970 1.38740 -3.39177 -0.1 0.0 0.0 -0.52
C 0.59720 1.17895 -4.77649 0.0 0.0 0.0 -0.67
C -0.10810 1.96709 -5.68713 0.0 0.0 0.0 0.62
C -0.05140 1.66432 -7.08381 0.0 0.0 0.0 -0.04
N 0.00174 1.40183 -8.20488 0.0 0.0 0.0 -0.63
C -0.87443 3.03345 -5.19146 0.0 0.0 0.0 0.77
C -0.90025 3.27496 -3.82469 0.0 0.0 0.0 -1.15
C -0.20916 2.48938 -2.88193 0.1 0.0 0.0 0.32
S -0.34572 2.88002 -1.21063 -0.1 0.0 0.0 -0.14
C -1.63542 3.87194 -6.07222 0.0 0.0 0.0 -0.05
N -2.25746 4.55084 -6.76411 0.0 0.0 0.0 -0.62
H 1.18932 0.35278 -5.14982 0.0 0.0 0.0 0.32
H -1.48640 4.10358 -3.44962 0.0 0.0 0.0 0.46
N -2.19337 0.52156 0.23965 0.0 0.0 0.1 0.01
C -3.01670 -0.60537 0.62810 0.0 0.0 0.0 0.63
C -4.46840 -0.56761 0.09533 0.0 -0.1 0.0 -1.17
C -4.64763 -0.15491 -1.37211 0.1 0.0 0.0 -0.32
C -4.51706 -1.28655 -2.39319 0.0 0.0 0.0 -1.27
N -3.24535 -1.99345 -2.37907 0.1 0.1 0.0 -0.14
C -2.09870 -1.46086 -2.82087 -0.1 0.1 0.0 0.66
N -0.94056 -2.03450 -2.51134 0.2 0.0 0.0 -0.36
N -2.10703 -0.38012 -3.60663 0.0 -0.1 -0.1 -0.17
C -2.28127 -1.94953 0.34801 0.0 0.1 0.0 -0.09
O -3.00142 -2.96734 0.14626 0.0 0.0 0.0 -0.93
O -1.03536 -1.91944 0.30185 -0.1 0.0 0.0 -0.53
H -2.49910 1.40799 0.62110 0.0 0.0 0.0 0.13
H -2.05111 0.64389 -0.75616 0.0 0.0 0.0 -0.11
H -3.08080 -0.56721 1.72231 0.0 0.0 0.0 0.40
H -5.02516 0.14388 0.71191 0.0 0.0 0.0 0.55
H -4.91092 -1.55317 0.25692 0.0 0.0 0.0 0.30
H -3.95076 0.65227 -1.61782 0.0 0.0 0.0 0.11
H -5.64655 0.27181 -1.50500 0.0 0.0 0.0 0.45
H -4.71714 -0.91872 -3.40443 0.0 0.0 0.0 0.40
H -5.27645 -2.04465 -2.19396 0.0 0.0 0.0 0.45
H -3.14797 -2.63452 -1.57674 0.0 0.0 0.0 0.46
H -0.93588 -2.56088 -1.63855 0.0 0.0 0.0 0.32
H -0.09353 -1.44639 -2.61542 -0.1 0.0 0.0 -0.10
H -2.96290 0.08690 -3.83567 0.0 0.0 0.0 0.30
H -1.23336 0.07044 -3.85694 0.0 0.1 0.0 -0.10
N 1.38698 1.15615 3.67913 0.0 -0.3 0.4 -0.08
C 0.66712 2.24445 3.39870 0.2 -0.2 0.1 0.45
S -1.01859 2.19879 3.47718 -0.1 0.1 0.1 -0.41
N 1.44662 3.31089 3.06039 -0.1 0.1 0.0 0.06
C 1.15316 4.59356 2.57873 0.0 0.0 0.0 0.86
C -0.11625 5.05121 2.23502 0.0 0.0 0.0 -0.33
C -0.26753 6.34441 1.75537 0.0 0.0 0.0 -0.70
C 0.81467 7.19729 1.60792 0.0 0.0 0.0 -0.51
C 2.08063 6.73531 1.94319 0.0 0.0 0.0 -0.51
C 2.24729 5.44970 2.42257 0.0 0.0 0.0 -0.46
H 0.89965 0.27947 3.85482 0.0 0.1 -0.3 0.36
H 2.34012 1.02156 3.31317 0.0 0.2 0.0 -0.24
H 2.43711 3.11008 3.09017 0.0 -0.1 -0.1 0.01
H -0.96316 4.39241 2.32985 0.0 0.0 0.0 0.24
H -1.25981 6.67914 1.47852 0.0 0.0 0.0 0.34
H 0.67818 8.19989 1.22292 0.0 0.0 0.0 0.35
H 2.94738 7.37382 1.82400 0.0 0.0 0.0 0.34
H 3.23989 5.09040 2.67115 0.0 0.0 0.0 0.33
```
Positions in Å, forces in eV/Å.

---

[2]
C47H54N8O2PSSeTeTl as an isolated structure. Source: the OMol25 dataset; level of theory: ωB97M-V/def2-TZVPD.

Output
Frontier orbital gap ... 0.18355 Ha
Multiplicity ... 1
Net charge ... -2
HOMO ... -1.05 eV
Maximum force ... 0.44 eV Å⁻¹
Lowest unoccupied orbital energy ... 0.1450 hartree

Structure (XYZ):
```
116
Properties=species:S:1:pos:R:3:forces:R:3:mulliken_charge:R:1
Tl -0.53387 -0.17921 0.70485 -0.2 -0.2 -0.1 0.93
N -3.53514 -4.09457 0.11365 0.0 0.0 0.0 -0.61
C -2.63418 -2.96175 0.01332 0.0 -0.1 0.1 -0.28
S -3.01120 -1.83475 1.39117 0.1 0.3 -0.3 -0.44
N -1.31651 -3.58445 -0.05980 -0.1 0.1 -0.1 -1.52
N -0.35926 -2.88943 0.37601 0.1 0.0 0.2 1.58
C 0.85556 -3.45946 0.40829 0.0 0.0 -0.1 -2.00
C 1.96909 -2.76988 0.92105 0.0 -0.1 0.0 1.39
C 3.19406 -3.46118 1.17340 0.0 0.0 0.0 -0.95
C 4.25577 -2.80052 1.72775 0.0 0.0 0.0 -0.58
C 4.14922 -1.43624 2.04178 0.0 0.0 0.0 -0.89
C 2.94362 -0.82777 1.73567 0.0 0.0 0.0 -0.56
N 1.90438 -1.43950 1.18986 0.0 0.0 0.1 1.10
H -4.47753 -3.76054 -0.05387 0.0 0.0 0.0 0.32
H -3.27307 -4.73868 -0.62862 0.0 0.0 0.0 0.30
H 0.96551 -4.49226 0.08421 0.0 0.0 0.0 0.12
H 3.25378 -4.51733 0.93801 0.0 0.0 0.0 0.41
H 5.17850 -3.33649 1.92918 0.0 0.0 0.0 0.37
H 4.96487 -0.87743 2.48055 0.0 0.0 0.0 0.44
H 2.80318 0.23651 1.92718 0.0 0.0 0.0 0.23
C -3.39909 3.04604 5.00202 0.0 0.0 0.0 -1.20
C -2.68257 3.68756 3.81442 0.1 0.0 0.1 -1.03
P -1.50445 2.49701 3.01525 -0.2 0.1 -0.1 0.75
C -0.15761 2.40950 4.27445 0.1 0.0 0.0 0.29
C 0.52887 3.69265 4.73011 0.0 0.0 0.0 -1.49
C -0.78404 3.52752 1.65594 0.0 0.0 0.0 0.01
C -0.83222 5.05045 1.76233 0.0 0.0 0.0 -1.49
H -4.22117 3.67113 5.35973 0.0 0.0 0.0 0.39
H -2.71704 2.88221 5.83884 0.0 0.0 0.0 0.27
H -3.80761 2.06767 4.74088 0.0 0.0 0.0 0.19
H -2.19352 4.61586 4.12411 0.0 0.0 0.0 0.59
H -3.41065 3.95456 3.04185 0.0 0.0 0.0 0.45
H 0.57697 1.71713 3.85106 0.0 0.0 0.0 0.04
H -0.58488 1.88046 5.13324 0.0 0.0 0.0 0.11
H 1.04144 4.18410 3.90174 0.0 0.0 0.0 0.26
H 1.27809 3.47758 5.49687 0.0 0.0 0.0 0.45
H -0.18035 4.40515 5.15816 0.0 0.0 0.0 0.28
H -1.30958 3.19855 0.75520 0.0 0.0 0.0 0.13
H 0.24550 3.17665 1.53702 0.0 0.0 0.0 0.22
H -1.86146 5.41413 1.76376 0.0 0.0 0.0 0.31
H -0.33046 5.50653 0.90487 0.0 0.0 0.0 0.39
H -0.35116 5.42764 2.66623 0.0 0.0 0.0 0.27
Se -2.34203 -0.78245 3.99014 0.0 -0.4 0.2 0.47
N -0.61369 -1.08659 3.87279 -0.1 -0.1 0.0 -0.16
C -0.12518 -1.06289 5.10778 0.2 0.0 -0.1 0.47
C 1.25824 -1.24142 5.41447 -0.1 0.0 0.0 -0.58
C 1.65770 -1.16009 6.71054 0.0 0.0 0.1 -0.53
C 0.71871 -0.91672 7.76442 0.1 0.0 -0.1 -0.47
C -0.60786 -0.76330 7.50991 -0.1 0.0 -0.1 -0.82
C -1.06966 -0.81911 6.15955 0.0 0.1 0.1 0.59
N -2.32645 -0.62601 5.76194 0.1 0.1 0.0 -0.85
H 1.95364 -1.43165 4.60571 0.0 0.0 0.0 0.48
H 2.70546 -1.28504 6.95656 0.0 0.0 0.0 0.41
H 1.07954 -0.85489 8.78478 0.0 0.0 0.0 0.35
H -1.32264 -0.58247 8.30311 0.0 0.0 0.0 0.43
C 6.38478 2.92370 -4.94790 0.0 0.0 0.0 -1.57
C 5.11683 2.30731 -4.41580 0.0 0.0 0.0 0.81
C 4.64695 2.60766 -3.14623 0.0 0.0 0.0 -1.12
C 3.48118 2.03122 -2.64272 0.0 0.0 0.0 1.50
C 3.03630 2.41928 -1.25336 0.0 0.0 0.0 -1.59
C 2.75246 1.11494 -3.41599 -0.1 0.0 0.0 -0.80
Te 0.88343 0.28396 -2.60130 0.2 0.2 -0.2 0.67
N -1.10776 -0.95048 -1.62783 -0.1 0.1 0.1 -0.04
C -2.16775 -1.48684 -1.98080 0.0 -0.1 0.1 -0.01
O -2.99938 -2.33596 -1.26069 0.1 -0.1 -0.1 -0.32
C -2.81911 -1.34267 -3.34495 0.0 0.0 0.0 0.16
C -2.52256 -0.22100 -4.11679 0.0 0.0 0.0 -0.04
C -3.09064 -0.04841 -5.37096 0.0 0.0 0.0 -1.02
C -3.97149 -0.99608 -5.87765 0.0 0.0 0.0 -0.40
C -4.27829 -2.11521 -5.11474 0.0 0.0 0.0 -0.73
C -3.71042 -2.28468 -3.85800 0.0 0.0 0.0 -0.45
C 1.56004 -1.69883 -2.92438 -0.1 0.0 0.1 0.71
C 0.68479 -2.57073 -3.56772 0.0 0.0 0.0 -0.66
C 1.00483 -3.90527 -3.75048 0.0 0.0 0.0 -0.59
C 2.22538 -4.38222 -3.29435 0.0 0.0 0.0 -0.83
C 3.10210 -3.51662 -2.66418 0.0 0.0 0.0 -0.39
C 2.79268 -2.17028 -2.46035 0.0 0.0 0.0 0.97
C 3.78944 -1.31154 -1.73394 0.0 0.0 0.0 -1.36
C 3.20692 0.83210 -4.71376 0.0 0.0 0.0 1.56
C 2.47376 -0.11591 -5.62677 0.0 0.0 0.0 -1.58
C 4.37583 1.42383 -5.18815 0.0 0.0 0.0 -0.98
H 6.85775 3.55540 -4.19467 0.0 0.0 0.0 0.34
H 6.19060 3.54165 -5.82855 0.0 0.0 0.0 0.32
H 7.10595 2.15776 -5.24303 0.0 0.0 0.0 0.32
H 5.20413 3.30278 -2.52358 0.0 0.0 0.0 0.20
H 3.78642 3.04617 -0.76701 0.0 0.0 0.0 0.33
H 2.85261 1.54017 -0.63275 0.0 0.0 0.0 0.03
H 2.09494 2.97377 -1.27734 0.0 0.0 0.0 0.35
H -1.83733 0.51057 -3.71101 0.0 0.0 0.0 0.54
H -2.84646 0.83283 -5.95323 0.0 0.0 0.0 0.39
H -4.41843 -0.86096 -6.85621 0.0 0.0 0.0 0.34
H -4.96825 -2.85942 -5.49749 0.0 0.0 0.0 0.37
H -3.94833 -3.14983 -3.25442 0.0 0.0 0.0 0.37
H -0.27215 -2.19901 -3.91082 0.0 0.0 0.0 0.29
H 0.29449 -4.56798 -4.23001 0.0 0.0 0.0 0.39
H 2.48642 -5.42783 -3.41292 0.0 0.0 0.0 0.29
H 4.04650 -3.89007 -2.28160 0.0 0.0 0.0 0.31
H 4.48142 -1.93576 -1.16790 0.0 0.0 0.0 0.51
H 3.28413 -0.64625 -1.03336 0.0 0.0 0.0 -0.31
H 4.35964 -0.68735 -2.42582 0.0 0.0 0.0 0.36
H 1.39316 -0.00786 -5.52045 0.0 0.0 0.0 0.15
H 2.70401 -1.15606 -5.38414 0.0 0.0 0.0 0.23
H 2.75142 0.06415 -6.66767 0.0 0.0 0.0 0.48
H 4.71405 1.18622 -6.19442 0.0 0.0 0.0 0.35
O -2.95566 1.74077 -0.39854 0.0 0.3 0.0 -0.70
N -4.07623 1.17389 -0.16439 0.0 -0.1 0.0 0.58
C -4.74543 0.55648 -1.16706 0.0 0.0 0.1 -0.54
C -5.94424 -0.07792 -0.93260 0.0 0.0 0.0 -0.53
C -6.49723 -0.08361 0.33768 0.0 0.0 0.0 -0.42
C -5.79186 0.54017 1.35387 0.0 0.0 0.0 -0.68
C -4.58304 1.14183 1.09229 0.0 0.1 -0.1 -0.45
H -4.23795 0.58505 -2.11871 0.0 0.0 0.0 0.80
H -6.42452 -0.57729 -1.76322 0.0 0.0 0.0 0.40
H -7.42924 -0.59378 0.53772 0.0 0.0 0.0 0.35
H -6.14484 0.52814 2.37618 0.0 0.0 0.0 0.39
H -3.94232 1.59945 1.83157 0.0 0.0 0.0 0.59
```
Positions in Å, forces in eV/Å.

---

[3]
C39H43CuF3N5O5SSe as an isolated structure. Source: the OMol25 dataset; level of theory: ωB97M-V/def2-TZVPD.

Output
Frontier orbital gap ... 0.19844 Ha
Multiplicity ... 1
Net charge ... -2
HOMO ... -1.36 eV
Maximum force ... 0.88 eV Å⁻¹
Lowest unoccupied orbital energy ... 0.1486 hartree

Structure (XYZ):
```
98
Properties=species:S:1:pos:R:3:forces:R:3:mulliken_charge:R:1
Cu 1.44178 -0.46883 -1.25734 -0.1 -0.2 -0.1 -0.93
C 1.84238 -3.12175 1.51651 0.1 0.0 -0.1 -1.01
C 3.29198 -2.83764 1.24768 0.0 0.0 0.1 1.40
C 4.26676 -3.81443 1.42508 0.0 0.1 0.0 -1.06
C 5.61642 -3.52272 1.27354 -0.1 0.0 0.0 -0.73
C 5.99622 -2.22844 0.94297 0.0 0.0 0.0 -1.00
C 5.04144 -1.23992 0.72801 0.1 0.0 0.0 1.53
C 5.43526 0.16121 0.34971 0.0 0.0 0.0 -1.37
C 3.68147 -1.54878 0.86153 0.0 0.0 0.1 -0.79
N 2.73252 -0.56782 0.53982 -0.1 0.2 0.1 0.70
C 2.38387 0.31519 1.45380 0.0 -0.2 0.1 0.06
O 2.72185 0.39892 2.66056 -0.1 0.1 -0.2 -0.93
C 1.53259 1.42323 0.85679 -0.1 -0.1 0.0 0.66
C 1.61767 2.70920 1.36655 -0.1 0.1 0.2 -0.67
C 1.01042 3.74711 0.67504 0.0 -0.1 0.0 -1.03
C 0.39594 3.46927 -0.53491 -0.1 0.1 0.1 -0.50
C 0.35506 2.15796 -0.98250 -0.2 -0.2 0.0 0.72
N 0.84038 1.14392 -0.25718 0.3 0.8 0.2 1.19
C -0.12136 1.85632 -2.39780 0.1 0.2 -0.3 -0.63
O -0.78975 2.74789 -2.97558 -0.1 -0.3 0.1 -0.87
N 0.38543 0.72827 -2.85623 -0.3 -0.2 0.1 0.51
C 0.19350 0.24142 -4.15829 0.2 0.2 -0.2 -0.54
C -1.04312 -0.00667 -4.78339 0.0 -0.1 0.0 1.21
C -2.36744 0.28685 -4.13003 0.2 0.0 0.1 -1.23
C -1.06085 -0.62246 -6.03626 0.1 0.0 0.1 -0.96
C 0.10004 -1.00416 -6.68596 -0.1 0.1 0.0 -0.89
C 1.31824 -0.71461 -6.09123 0.0 -0.1 0.0 -0.81
C 1.37745 -0.08027 -4.86124 0.1 0.1 0.0 1.57
C 2.71368 0.30824 -4.28561 -0.1 -0.1 0.0 -1.34
H 1.65239 -4.19470 1.57225 0.0 0.0 0.0 0.35
H 1.21077 -2.70859 0.73413 0.0 0.0 -0.1 -0.17
H 1.53589 -2.65343 2.45785 0.0 0.0 0.0 0.17
H 3.95682 -4.82059 1.68961 0.0 0.0 0.0 0.37
H 6.36274 -4.29703 1.41701 0.0 0.0 0.0 0.37
H 7.04925 -1.97967 0.84079 0.0 0.0 0.0 0.31
H 6.51410 0.23186 0.19173 0.0 0.0 0.0 0.43
H 5.14630 0.86768 1.13432 0.0 0.0 0.0 0.23
H 4.91894 0.46914 -0.56396 0.0 0.0 0.0 0.14
H 2.17918 2.85817 2.28000 0.0 0.0 0.0 0.51
H 1.04682 4.75991 1.05736 0.0 0.0 0.0 0.43
H -0.04015 4.23678 -1.15981 0.0 0.0 0.0 0.56
H -2.35841 1.25699 -3.63285 0.0 0.0 0.0 0.22
H -2.59733 -0.48403 -3.39023 0.0 0.0 0.1 0.21
H -3.16158 0.27192 -4.88056 0.0 0.0 0.0 0.42
H -2.02437 -0.82433 -6.49593 0.0 0.0 0.0 0.30
H 0.05282 -1.52458 -7.63567 0.0 0.0 0.0 0.34
H 2.24338 -1.00850 -6.57724 0.0 0.1 0.0 0.30
H 3.51307 0.08123 -4.99379 0.0 0.0 0.0 0.42
H 2.92042 -0.22387 -3.35384 0.0 0.0 0.0 0.01
H 2.73406 1.37613 -4.05278 0.0 0.0 0.0 0.26
C -3.49806 -0.79001 4.77004 0.0 0.0 0.0 -0.80
C -2.14838 -1.38420 5.17791 -0.1 0.1 0.0 -0.45
C -0.99640 -0.37132 5.15508 0.0 -0.1 -0.1 -0.79
C -0.34354 -0.18205 3.78712 -0.1 0.1 0.2 -0.82
N -1.21146 0.49407 2.82910 0.2 -0.1 -0.1 2.22
C -1.74571 -0.07871 1.70128 0.0 0.2 0.3 -1.49
Se -1.69258 -1.84318 1.25853 -0.1 0.1 -0.1 -0.06
N -2.36104 0.92835 1.01103 0.2 0.1 -0.2 1.70
C -2.89623 0.78738 -0.34386 -0.1 -0.1 0.1 -1.54
C -4.28151 0.14809 -0.36548 0.0 0.1 0.1 -0.84
C -5.31749 0.88764 0.48215 0.0 0.1 -0.2 -0.05
C -5.81542 2.17980 -0.16829 0.1 0.0 0.1 -1.28
C -2.19974 2.13199 1.68643 -0.2 -0.1 -0.1 0.33
C -2.62996 3.41612 1.40037 0.0 0.1 -0.1 -0.56
C -2.32420 4.41363 2.31939 0.0 -0.1 0.0 -0.96
C -1.59728 4.13191 3.47740 0.0 0.0 0.0 -0.96
C -1.15516 2.84410 3.75330 0.1 0.0 0.1 -1.04
C -1.47783 1.85119 2.84340 0.1 -0.2 0.0 0.21
H -4.29805 -1.52424 4.89699 0.0 0.0 0.0 0.40
H -3.49682 -0.48770 3.72050 0.0 0.0 0.1 -0.07
H -3.73944 0.08643 5.38100 0.0 0.0 0.0 0.30
H -1.90678 -2.20963 4.50336 0.0 0.0 0.1 0.20
H -2.23508 -1.79897 6.18725 0.0 0.0 0.0 0.40
H -0.20218 -0.70511 5.82855 0.0 0.0 0.0 0.47
H -1.35291 0.59480 5.53183 0.0 0.0 0.1 0.31
H -0.09069 -1.14563 3.35188 0.0 0.0 -0.1 -0.06
H 0.58752 0.38165 3.86895 0.0 0.1 -0.1 0.45
H -2.18732 0.18252 -0.90948 0.0 0.0 0.0 0.09
H -2.91071 1.78054 -0.79275 0.1 0.0 0.0 0.60
H -4.18604 -0.88037 -0.02221 0.0 -0.1 0.0 0.32
H -4.61608 0.11792 -1.40574 0.0 0.0 -0.1 0.49
H -4.89212 1.10879 1.46637 -0.1 0.0 0.0 0.05
H -6.16741 0.22171 0.64895 0.0 0.0 0.0 0.44
H -5.00935 2.91001 -0.27443 -0.1 -0.1 0.0 0.23
H -6.60813 2.64793 0.42196 0.0 0.0 0.0 0.38
H -6.20867 1.97565 -1.16787 0.0 0.0 0.0 0.36
H -3.15043 3.64395 0.47881 0.0 0.0 0.1 0.38
H -2.64489 5.42984 2.12336 0.0 0.0 0.0 0.37
H -1.35932 4.93389 4.16714 0.0 0.0 0.0 0.38
H -0.55175 2.63065 4.62748 -0.1 0.0 0.0 0.50
F 3.12172 -3.43783 -4.45420 0.0 -0.1 0.2 -0.22
C 2.86285 -4.14773 -3.33925 0.0 0.0 -0.1 0.55
F 3.92236 -4.03046 -2.52844 0.0 -0.1 -0.1 -0.22
F 2.77192 -5.44361 -3.70591 0.1 0.1 0.0 -0.26
S 1.30704 -3.58849 -2.51830 -0.1 0.2 0.1 1.23
O 1.07819 -4.60659 -1.52339 0.1 0.1 0.1 -0.74
O 0.35201 -3.51818 -3.59232 0.0 0.0 -0.1 -0.69
O 1.73759 -2.29355 -1.98742 0.1 -0.7 -0.3 0.09
```
Positions in Å, forces in eV/Å.